No. 1
This record from OMol25 describes C8H13NO in the gas phase. The level of theory is the ωB97M-V functional and the def2-TZVPD basis.

Bonds (Å) are listed after each position.
Element x y z (Å)
1 C 1.713 2.470 -0.899  C2 1.330, H11 1.058, H12 1.061
2 C 1.424 1.172 -0.906  C1 1.330, C3 1.553, H13 1.177
3 C 1.314 0.274 0.356  C2 1.553, C4 1.424, C6 1.647, H14 1.057
4 C 2.664 -0.094 0.620  C3 1.424, N5 1.149
5 N 3.758 -0.445 0.644  C4 1.149
6 C 0.240 -0.963 0.189  C3 1.647, O7 1.424, C8 1.539, H15 1.059
7 O 0.511 -1.519 -1.094  C6 1.424, H16 1.036
8 C -1.160 -0.330 0.103  C6 1.539, C9 1.545, C10 1.511, H17 1.101
9 C -1.612 0.055 1.530  C8 1.545, H18 1.077, H19 1.006, H20 1.096
10 C -2.220 -1.152 -0.594  C8 1.511, H21 1.042, H22 1.166, H23 1.067
11 H 1.736 3.105 -1.746  C1 1.058
12 H 1.906 3.010 -0.007  C1 1.061
13 H 1.346 0.600 -1.933  C2 1.177
14 H 1.019 0.935 1.127  C3 1.057
15 H 0.297 -1.660 0.984  C6 1.059
16 H 0.688 -2.530 -0.952  O7 1.036
17 H -1.096 0.573 -0.523  C8 1.101
18 H -1.863 -0.862 2.037  C9 1.077
19 H -2.430 0.624 1.395  C9 1.006
20 H -0.894 0.754 1.974  C9 1.096
21 H -2.470 -1.885 0.103  C10 1.042
22 H -1.844 -1.636 -1.586  C10 1.166
23 H -3.028 -0.496 -0.824  C10 1.067

Computed properties:
LUMO (eV): 0.7
Energy above the lowest of the compared OMol25 structures with the same formula, charge and spin (eV): 2.404
Structure (SMILES): C=C[C@H](C#N)[C@H](O)C(C)C
Multiplicity: 1
Frontier orbital gap (eV): 10.7051
Strongest force on any atom (eV/A): 3.89

=====

No. 2
This record from OMol25 describes C8H13NO3S in the gas phase. The level of theory is the ωB97M-V functional and the def2-TZVPD basis.

Bonds (Å) are listed after each position.
Element x y z (Å)
1 C -0.751 -1.650 -1.004  C3 1.498, N9 1.283
2 C 2.153 0.579 -0.951  C4 1.464, O12 1.473, S13 1.719, H26 0.987
3 C -1.721 -0.578 -1.393  C1 1.498, C5 1.555, H14 1.155, H15 1.077
4 C 1.228 1.541 -0.351  C2 1.464, C6 1.529, H16 1.188, H17 1.190
5 C -1.717 0.459 -0.234  C3 1.555, C7 1.560, H18 1.156, H19 1.111
6 C 0.463 1.033 0.872  C4 1.529, C7 1.546, H20 1.147, H21 1.158
7 C -0.610 -0.071 0.729  C5 1.560, C6 1.546, N9 1.436, H22 1.116
8 C 0.758 -2.058 0.794  N9 1.416, H23 1.213, H24 1.096, H25 1.169
9 N -0.155 -1.260 0.062  C1 1.283, C7 1.436, C8 1.416
10 O 3.846 -1.424 -0.629  S13 1.410
11 O 3.561 0.057 1.348  S13 1.468
12 O 3.563 0.994 -1.047  C2 1.473, S13 1.524
13 S 3.430 -0.187 -0.094  C2 1.719, O10 1.410, O11 1.468, O12 1.524
14 H -1.227 0.088 -2.199  C3 1.155
15 H -2.569 -1.075 -1.832  C3 1.077
16 H 1.818 2.548 -0.127  C4 1.188
17 H 0.457 1.802 -1.219  C4 1.190
18 H -1.522 1.485 -0.729  C5 1.156
19 H -2.676 0.448 0.326  C5 1.111
20 H 1.222 0.742 1.681  C6 1.147
21 H -0.181 1.925 1.233  C6 1.158
22 H -1.062 -0.487 1.661  C7 1.116
23 H 0.673 -1.849 1.985  C8 1.213
24 H 0.564 -3.133 0.695  C8 1.096
25 H 1.898 -1.935 0.567  C8 1.169
26 H 1.839 0.170 -1.793  C2 0.987

Computed properties:
LUMO (spin up / spin down) (eV): 0.7 / -0.9
Energy above the lowest of the compared OMol25 structures with the same formula, charge and spin (eV): 2.447
Multiplicity: 3
Frontier orbital gap (spin up / spin down) (eV): 6.1479 / 9.0589
Strongest force on any atom (eV/A): 5.98
<S²>: 2.01

=====

No. 3
This record from OMol25 describes 2 unconnected molecules or ions with the total composition C8H13NO3S2. The level of theory is the ωB97M-V functional and the def2-TZVPD basis.

Bonds (Å) are listed after each position.
Element x y z (Å)
1 O 1.195 1.542 3.052  C2 1.209
2 C 0.344 0.988 2.395  O1 1.209, O3 1.320, C4 1.593
3 O -0.170 1.514 1.299  C2 1.320, H10 0.993
4 C -0.049 -0.519 2.730  C2 1.593, C5 1.588, N9 1.452, H11 1.066
5 C 1.192 -1.161 3.483  C4 1.588, S6 1.799, H12 1.094, H13 1.069
6 S 2.189 -1.942 2.206  C5 1.799, C7 1.687
7 C 0.936 -1.952 1.077  S6 1.687, S8 1.689, N9 1.340
8 S 0.907 -2.590 -0.487  C7 1.689
9 N -0.178 -1.425 1.603  C4 1.452, C7 1.340, H14 0.997
10 H -0.885 1.101 0.747  O3 0.993
11 H -0.943 -0.373 3.292  C4 1.066
12 H 1.601 -0.385 4.138  C5 1.094
13 H 0.989 -1.837 4.287  C5 1.069
14 H -0.909 -1.620 0.954  N9 0.997
15 C -0.644 1.980 -2.143  C16 1.492, H20 1.000, H21 1.092, H22 1.012
16 C -0.969 0.622 -2.672  C15 1.492, C17 1.576, C18 1.469, H23 1.017
17 C 0.448 0.071 -3.088  C16 1.576, H24 1.011, H25 1.096, H26 1.033
18 C -1.374 -0.288 -1.592  C16 1.469, O19 1.208, H27 1.227
19 O -1.477 0.000 -0.423  C18 1.208
20 H -0.601 2.707 -2.828  C15 1.000
21 H -1.331 2.503 -1.476  C15 1.092
22 H 0.208 2.009 -1.598  C15 1.012
23 H -1.626 0.701 -3.443  C16 1.017
24 H 1.006 0.822 -3.472  C17 1.011
25 H 0.594 -0.740 -3.811  C17 1.096
26 H 1.019 -0.268 -2.296  C17 1.033
27 H -1.471 -1.461 -1.936  C18 1.227

Computed properties:
LUMO (eV): 0.5
Energy above the lowest of the compared OMol25 structures with the same formula, charge and spin (eV): 0.446
Structure (SMILES): O=C(O)[C@@H]1CSC(=S)N1.CC(C)C=O
Multiplicity: 1
Frontier orbital gap (eV): 9.0218
Strongest force on any atom (eV/A): 4.18